A structure of composition C9H11AuNO5 in a non-equilibrium geometry, computed with the ωB97M-V functional and the def2-TZVPD basis.

Each line ends with the natural charge from an NBO analysis.
Cartesian coordinates (Å):
Au1 0.4367 0.1098 -1.0614  1.002
O1 2.4409 -1.9256 0.3996  -0.250
C1 1.6906 -1.2093 -0.0726  0.465
C2 -1.3031 1.2141 -1.2832  0.479
O2 -2.2436 1.8528 -1.4651  -0.252
C3 -0.6123 -1.5291 -1.7458  0.492
O3 -1.1440 -2.4243 -2.2333  -0.242
C4 1.1364 1.5995 0.1747  0.471
O4 1.5814 2.4456 0.7825  -0.246
C5 3.2470 0.9592 -4.8619  0.007
H1 4.0856 1.3408 -4.2675  0.244
H2 3.2814 -0.0960 -5.1581  0.245
C6 2.2441 1.7684 -5.2617  0.011
H3 1.4293 1.3981 -5.8953  0.246
H4 2.2334 2.8344 -5.0050  0.246
C7 -2.6705 -1.2435 2.5537  -0.424
N1 -1.4413 -0.6469 3.0310  -0.309
C8 -1.1200 -0.4515 4.4249  -0.425
C9 -0.5726 -0.2709 2.1036  0.485
O5 -1.0143 -0.4908 0.9252  -0.828
H5 -3.2638 -1.4979 3.4241  0.246
H6 -2.4868 -2.1591 1.9662  0.231
H7 -3.2492 -0.5552 1.9151  0.231
H8 -0.1884 -0.9866 4.6401  0.229
H9 -0.9556 0.6188 4.5936  0.229
H10 -1.9531 -0.8322 5.0054  0.254
H11 0.4119 0.1773 2.3715  0.161

Computed properties:
- highest occupied orbital energy (spin up / spin down) (eV) = -18.44 / -18.44
- net charge = +3
- multiplicity = 3
- orbital gap (spin up / spin down) (eV) = 5.8969 / 3.0492
- strongest force on any atom (eV/Å) = 6.83
- calculated total energy (eV) = -24893.170

The molecule C24H28BrN3O2, computed with the ωB97M-V functional and the def2-TZVPD basis.

Each line ends with the natural charge from an NBO analysis.
Cartesian coordinates (Å):
O1 -4.6347 -1.0237 -3.2215  -0.616
C1 -3.8390 -0.1122 -3.3544  0.665
C2 -4.2066 1.1184 -4.1309  -0.136
C3 -4.3975 1.0336 -5.5046  -0.166
C4 -4.8185 2.1381 -6.2230  -0.238
C5 -5.0630 3.3240 -5.5520  -0.070
Br1 -5.6410 4.8509 -6.5353  0.052
C6 -4.8990 3.4232 -4.1809  -0.256
C7 -4.4703 2.3152 -3.4730  -0.134
N1 -2.5954 -0.1455 -2.8295  -0.432
C8 -1.5856 0.8758 -2.9646  -0.217
C9 -1.2503 1.4784 -1.6010  -0.391
C10 -0.8206 0.3838 -0.6208  -0.317
C11 -0.6347 0.9927 0.7690  0.705
O2 -1.1511 2.0567 1.0596  -0.640
N2 0.0704 0.2812 1.6770  -0.443
C12 0.8186 -0.9385 1.4893  -0.219
C13 2.3020 -0.6815 1.7671  -0.226
N3 2.4617 -0.1882 3.1203  -0.445
C14 3.8594 -0.0908 3.5037  -0.254
C15 4.4835 -1.4562 3.6135  0.058
C16 3.8012 -2.4721 4.2727  -0.241
C17 4.3607 -3.7306 4.3914  -0.204
C18 5.6134 -3.9874 3.8581  -0.218
C19 6.2997 -2.9804 3.2026  -0.209
C20 5.7353 -1.7221 3.0778  -0.234
C21 1.7424 1.0617 3.2754  -0.225
C22 0.2584 0.8214 3.0097  -0.232
C23 -1.9168 -0.6885 -0.5555  -0.399
C24 -2.2110 -1.2303 -1.9538  -0.224
H1 -4.2166 0.0978 -6.0111  0.226
H2 -4.9612 2.0774 -7.2910  0.231
H3 -5.1050 4.3529 -3.6731  0.231
H4 -4.3489 2.3813 -2.4022  0.214
H5 -1.9301 1.6493 -3.6517  0.230
H6 -0.6849 0.4132 -3.3910  0.185
H7 -2.1214 1.9906 -1.1913  0.224
H8 -0.4539 2.2156 -1.7095  0.219
H9 0.1144 -0.0581 -0.9779  0.206
H10 0.6960 -1.3352 0.4845  0.213
H11 0.4543 -1.6823 2.2078  0.201
H12 2.8590 -1.6157 1.6678  0.217
H13 2.6915 0.0405 1.0239  0.163
H14 4.4374 0.5337 2.7989  0.171
H15 3.8972 0.3934 4.4855  0.211
H16 2.8252 -2.2619 4.6826  0.224
H17 3.8215 -4.5138 4.9042  0.213
H18 6.0527 -4.9693 3.9534  0.213
H19 7.2765 -3.1745 2.7843  0.213
H20 6.2746 -0.9397 2.5620  0.207
H21 1.8722 1.4194 4.2990  0.207
H22 2.1156 1.8385 2.5835  0.169
H23 -0.3034 1.7534 3.0771  0.253
H24 -0.1281 0.1021 3.7389  0.194
H25 -1.6225 -1.5089 0.1001  0.213
H26 -2.8245 -0.2388 -0.1484  0.219
H27 -3.0374 -1.9430 -1.9298  0.253
H28 -1.3215 -1.7248 -2.3628  0.185

Computed properties:
- highest occupied orbital energy (eV) = -9.02
- net charge = 0
- structure (SMILES) = O=C(c1ccc(Br)cc1)N1CCC(C(=O)N2CCN(Cc3ccccc3)CC2)CC1
- orbital gap (eV) = 9.5787
- strongest force on any atom (eV/Å) = 0.49
- calculated total energy (eV) = -103951.584

The molecule C3H5N, computed with the ωB97M-V functional and the def2-TZVPD basis.

Each line ends with the natural charge from an NBO analysis.
Cartesian coordinates (Å):
C1 0.4498 0.6660 -0.6282  -0.590
C2 -0.6042 -0.1237 0.1611  -0.509
C3 0.0047 -1.1620 0.9952  0.285
N1 0.5076 -1.9594 1.6619  -0.328
H1 1.0329 0.0193 -1.2873  0.219
H2 -0.0452 1.4302 -1.2346  0.216
H3 1.1478 1.1710 0.0394  0.218
H4 -1.1677 0.5417 0.8153  0.245
H5 -1.3255 -0.5831 -0.5229  0.245

Computed properties:
- highest occupied orbital energy (eV) = -11.67
- relative energy (zero: lowest compared OMol25 entry of this formula, charge and spin) (eV) = 0.000
- net charge = 0
- structure (SMILES) = CCC#N
- orbital gap (eV) = 12.5065
- strongest force on any atom (eV/Å) = 0.87
- calculated total energy (eV) = -4681.857

A structure of composition C31H36IN5O6PtSSi in a non-equilibrium geometry, computed with the ωB97M-V functional and the def2-TZVPD basis.

Each line ends with the Löwdin charge.
Cartesian coordinates (Å):
Pt1 -1.5510 2.6825 0.0935  1.202
O1 -1.6822 2.1188 -1.7882  -0.264
C1 -0.9874 2.5810 -2.7906  -0.351
C2 -0.9300 1.7767 -3.9529  -0.013
C3 -0.2789 2.1923 -5.0858  -0.084
C4 0.3583 3.4406 -5.1289  -0.105
C5 0.3315 4.2301 -4.0065  -0.054
C6 -0.3139 3.8208 -2.8280  -0.093
C7 -0.3040 4.6807 -1.6610  -0.252
N1 -0.6200 4.3435 -0.4178  -0.084
C8 -0.4895 5.4693 0.3821  -0.085
C9 -0.0691 6.4939 -0.3908  -0.061
N2 0.0406 5.9878 -1.6702  0.116
H1 -1.4187 0.8127 -3.9046  0.110
H2 -0.2509 1.5446 -5.9535  0.103
H3 0.8700 3.7708 -6.0222  0.096
H4 0.8440 5.1859 -4.0355  0.101
H5 -0.6951 5.4415 1.4386  0.094
H6 0.1513 7.5189 -0.1549  0.115
H7 0.3087 6.5031 -2.4876  0.148
I1 1.7604 -2.4213 4.5546  0.943
C10 1.1375 -0.5294 3.9487  -0.708
C11 0.9509 -0.2420 2.6360  -0.105
C12 0.4987 1.0706 2.1988  -0.322
C13 0.2107 2.0298 3.2549  -0.012
C14 0.5112 1.7567 4.5691  0.034
C15 0.9483 0.4838 4.9125  -0.037
C16 -0.5237 3.3186 2.8939  -0.615
O2 -0.1984 4.3584 3.4349  0.087
O3 -1.4890 3.0707 2.1041  -0.171
H8 1.1231 -0.9786 1.8573  0.098
H9 -0.4569 0.8939 1.6419  0.089
H10 0.3507 2.5139 5.3246  0.134
H11 1.1329 0.2534 5.9552  0.110
O4 -2.1632 0.1270 2.3851  -0.104
N3 -2.9885 0.8707 1.8965  -0.146
O5 -2.7787 1.1024 0.6194  -0.351
C17 -2.7644 -4.7235 -2.7520  -0.096
C18 -3.7818 -3.7355 -2.1865  -0.232
C19 -3.3191 -3.1005 -0.8842  -0.167
N4 -2.1291 -2.2881 -1.1281  0.037
C20 -1.2861 -1.7830 -0.2237  -0.802
S1 -0.2468 -0.5513 -0.5860  0.798
N5 -1.3413 -2.3070 1.0745  0.115
C21 -1.3047 -3.6112 1.5205  -0.436
O6 -1.6011 -3.8752 2.6677  0.078
C22 -0.8179 -4.6725 0.5793  -0.158
C23 -1.2990 -5.9650 0.7666  -0.026
C24 -0.8456 -6.9989 -0.0350  -0.077
C25 0.1062 -6.7485 -1.0167  -0.083
C26 0.6110 -5.4670 -1.1831  -0.073
C27 0.1521 -4.4269 -0.3865  -0.028
H12 -3.1066 -5.1345 -3.7021  0.072
H13 -2.6044 -5.5524 -2.0591  0.067
H14 -1.7982 -4.2454 -2.9200  0.067
H15 -4.7263 -4.2464 -1.9918  0.111
H16 -3.9900 -2.9475 -2.9171  0.110
H17 -3.0920 -3.8840 -0.1656  0.105
H18 -4.1069 -2.4714 -0.4607  0.131
H19 -2.0857 -1.8154 -2.0192  0.128
H20 -1.4509 -1.5938 1.7908  0.101
H21 -2.0272 -6.1408 1.5480  0.122
H22 -1.2213 -8.0030 0.1145  0.105
H23 0.4602 -7.5555 -1.6456  0.104
H24 1.3715 -5.2751 -1.9293  0.107
H25 0.5672 -3.4334 -0.5076  0.096
C28 3.7874 0.5504 -0.4073  -0.174
Si1 3.3488 1.4688 1.1551  0.503
C29 4.0637 0.5327 2.6097  -0.172
C30 4.1101 3.1738 1.1390  -0.179
C31 1.4627 1.7157 1.1177  -0.173
H26 4.8594 0.3442 -0.4559  0.034
H27 3.5158 1.1290 -1.2940  0.038
H28 3.2578 -0.4047 -0.4656  0.027
H29 5.1521 0.6198 2.5613  0.039
H30 3.8206 -0.5322 2.5925  0.016
H31 3.7433 0.9355 3.5736  0.033
H32 5.2011 3.1152 1.1446  0.033
H33 3.8014 3.7502 2.0157  0.036
H34 3.8092 3.7347 0.2504  0.034
H35 1.2880 2.7929 1.1299  0.069
H36 1.1172 1.3522 0.1488  -0.002

Computed properties:
- highest occupied orbital energy (eV) = -7.46
- relative energy (zero: lowest compared OMol25 entry of this formula, charge and spin) (eV) = 3.836
- net charge = 0
- orbital gap (eV) = 5.2453
- strongest force on any atom (eV/Å) = 1.04
- calculated total energy (eV) = -82525.219

A cluster of 2 separate species, BH4NS in total in a non-equilibrium geometry, computed with the ωB97M-V functional and the def2-TZVPD basis.

Each line ends with the natural charge from an NBO analysis.
Cartesian coordinates (Å):
B1 -0.3256 0.1141 -0.0116  0.658
N1 0.5817 1.0787 -0.0064  -1.125
S1 -2.1477 0.1619 -0.0159  -0.276
H1 0.7529 -1.8735 -0.0390  -0.289
H2 1.4519 0.8875 0.3741  0.430
H3 0.1749 1.9954 0.0468  0.406
H4 -2.3114 -1.0250 0.6785  0.196

Computed properties:
- highest occupied orbital energy (eV) = -8.46
- relative energy (zero: lowest compared OMol25 entry of this formula, charge and spin) (eV) = 3.487
- net charge = 0
- orbital gap (eV) = 8.8386
- strongest force on any atom (eV/Å) = 4.80
- calculated total energy (eV) = -13064.559

The molecule C20H39NO3, computed with the ωB97M-V functional and the def2-TZVPD basis.

Each line ends with the natural charge from an NBO analysis.
Cartesian coordinates (Å):
C1 0.9452 3.1246 -6.9512  -0.607
C2 -0.4135 2.4442 -6.8296  -0.388
C3 -0.4581 1.3761 -5.7364  -0.387
C4 -0.3343 1.9486 -4.3259  -0.399
C5 -0.4938 0.8638 -3.2626  -0.389
C6 -0.4625 1.4059 -1.8325  -0.389
C7 0.9169 1.9086 -1.4078  -0.396
C8 0.9712 2.3245 0.0639  -0.387
C9 0.9875 1.1361 1.0230  -0.397
C10 0.9961 1.5828 2.4837  -0.390
C11 0.9878 0.4074 3.4631  -0.402
C12 2.3473 -0.2758 3.6004  -0.385
C13 2.2325 -1.6096 4.3545  -0.431
C14 1.5247 -2.6186 3.5074  -0.184
C15 0.2529 -2.9525 3.6495  -0.202
C16 -0.5005 -3.8694 2.7244  0.073
O1 -1.4098 -4.6884 3.3951  -0.729
C17 -1.2093 -3.0375 1.6104  -0.086
C18 -0.2331 -2.7052 0.4810  -0.071
O2 -0.8746 -1.8408 -0.4370  -0.739
N1 -1.7513 -1.7744 2.0862  -0.622
C19 -2.6148 -1.6031 3.1062  0.701
C20 -3.1365 -0.1866 3.2142  -0.710
O3 -2.9232 -2.4811 3.8919  -0.656
H1 1.1816 3.6899 -6.0535  0.200
H2 1.7277 2.3854 -7.1100  0.199
H3 0.9482 3.8125 -7.7937  0.210
H4 -1.1793 3.1969 -6.6282  0.193
H5 -0.6574 1.9736 -7.7851  0.199
H6 0.3452 0.6547 -5.9059  0.191
H7 -1.4060 0.8370 -5.8141  0.198
H8 0.6386 2.4267 -4.2123  0.196
H9 -1.1036 2.7104 -4.1788  0.194
H10 0.2995 0.1215 -3.3874  0.185
H11 -1.4482 0.3552 -3.4219  0.200
H12 -1.1831 2.2222 -1.7443  0.194
H13 -0.7836 0.6116 -1.1569  0.203
H14 1.1867 2.7693 -2.0221  0.202
H15 1.6614 1.1287 -1.5882  0.188
H16 1.8724 2.9190 0.2325  0.200
H17 0.1121 2.9614 0.2878  0.194
H18 0.1084 0.5126 0.8505  0.190
H19 1.8713 0.5287 0.8169  0.192
H20 1.8734 2.2066 2.6702  0.195
H21 0.1127 2.2018 2.6613  0.196
H22 0.2531 -0.3300 3.1324  0.207
H23 0.6784 0.7622 4.4491  0.200
H24 3.0334 0.3855 4.1335  0.203
H25 2.7714 -0.4663 2.6126  0.190
H26 1.6872 -1.4513 5.2860  0.205
H27 3.2342 -1.9714 4.5961  0.211
H28 2.1077 -3.0376 2.6961  0.187
H29 -0.3312 -2.5551 4.4684  0.207
H30 0.1984 -4.5518 2.2248  0.183
H31 -2.0893 -4.0989 3.7837  0.499
H32 -2.0257 -3.6573 1.2119  0.211
H33 0.6519 -2.2115 0.9062  0.173
H34 0.0775 -3.6346 -0.0088  0.179
H35 -0.3139 -1.7311 -1.2117  0.483
H36 -1.6623 -1.0278 1.4119  0.414
H37 -2.3073 0.5134 3.2878  0.229
H38 -3.7620 -0.1013 4.0978  0.241
H39 -3.7262 0.0593 2.3335  0.230

Computed properties:
- highest occupied orbital energy (eV) = -9.33
- relative energy (zero: lowest compared OMol25 entry of this formula, charge and spin) (eV) = 0.083
- net charge = 0
- structure (SMILES) = CCCCCCCCCCCCC/C=C/[C@@H](O)[C@H](CO)NC(C)=O
- orbital gap (eV) = 9.8980
- strongest force on any atom (eV/Å) = 0.70
- calculated total energy (eV) = -29006.164